Entry from the OMol25 dataset: a molecular structure, C16H14ClNO4 at a distorted geometry (ωB97M-V with the def2-TZVPD basis set).

Atoms and positions in Å:
O1 1.061 -0.557 -0.641
C1 0.351 -0.372 0.253
N1 0.831 0.169 1.325
H1 0.201 0.329 2.260
C2 2.140 0.989 1.670
C3 3.033 -0.105 2.597
C4 4.006 -0.918 2.115
C5 4.998 -1.575 2.666
C6 4.792 -1.694 4.060
C7 3.622 -0.995 4.643
C8 3.017 -0.358 3.801
Cl1 1.757 0.680 4.613
H2 3.420 -0.900 5.762
H3 5.343 -2.463 4.621
H4 5.768 -2.113 2.216
H5 4.232 -0.870 0.969
H6 1.954 1.813 2.155
H7 2.549 0.800 0.712
C9 -0.949 -0.959 0.262
H8 -1.523 -0.718 1.338
H9 -0.867 -1.978 0.435
O2 -1.630 -0.800 -0.667
C10 -1.741 0.608 -1.011
O3 -1.389 1.360 -0.101
C11 -2.228 1.153 -2.397
C12 -2.871 0.136 -3.205
C13 -3.589 0.528 -4.277
C14 -3.757 1.537 -5.111
C15 -4.459 1.169 -6.094
C16 -4.462 -0.150 -6.252
O4 -3.725 -0.642 -5.261
H10 -4.644 -0.696 -7.020
H11 -4.844 1.871 -6.989
H12 -3.763 2.678 -4.512
H13 -2.685 -0.883 -2.858
H14 -2.513 1.968 -2.528

Results
- frontier orbital gap (Eh) = 0.27921
- largest force on an atom (eV/Å) = 19.00
- spin multiplicity = 1
- E_tot (hartree) = -1433.50966
- net charge = 0

---

Entry from the OMol25 dataset: C16H14FN5O3 in the gas phase (ωB97M-V with the def2-TZVPD basis set).

Atoms and positions in Å:
O1 -1.934 -3.225 -0.462
C1 -2.118 -2.204 0.142
N1 -1.133 -1.433 0.720
C2 0.237 -1.672 0.542
C3 1.098 -1.758 1.630
C4 2.451 -1.968 1.443
C5 2.967 -2.101 0.165
C6 2.131 -1.995 -0.932
C7 0.782 -1.770 -0.736
F1 -0.007 -1.582 -1.811
H1 2.508 -2.069 -1.940
H2 4.022 -2.273 0.020
H3 3.105 -2.027 2.298
H4 0.694 -1.655 2.626
H5 -1.372 -0.858 1.515
N2 -3.404 -1.713 0.410
N3 -3.550 -0.337 0.575
C8 -3.322 0.515 -0.460
O2 -3.402 0.197 -1.621
C9 -2.864 1.921 -0.023
H6 -3.669 2.650 -0.114
C10 -1.596 2.247 -0.823
C11 -0.561 1.876 0.215
N4 -1.068 1.708 1.375
O3 -2.432 1.882 1.345
C12 0.851 1.696 -0.044
C13 1.744 1.448 1.006
N5 3.030 1.237 0.832
C14 3.510 1.262 -0.401
C15 2.725 1.508 -1.518
C16 1.371 1.729 -1.338
H7 0.731 1.914 -2.188
H8 3.160 1.523 -2.504
H9 4.572 1.078 -0.492
H10 1.383 1.427 2.024
H11 -1.508 3.302 -1.089
H12 -1.545 1.642 -1.728
H13 -3.475 0.017 1.522
H14 -4.112 -2.139 -0.181

Results
- frontier orbital gap (Eh) = 0.31983
- largest force on an atom (eV/Å) = 1.00
- spin multiplicity = 1
- E_tot (hartree) = -1217.45463
- net charge = 0

---

Entry from the OMol25 dataset: C16H14FN7O in the gas phase at a distorted geometry (ωB97M-V with the def2-TZVPD basis set).

Atoms and positions in Å:
N1 -7.330 3.579 -2.015
O1 -1.723 1.613 -1.010
F1 -4.290 -0.746 -1.277
C1 -6.484 2.768 -2.014
N2 5.552 0.546 1.912
N3 -0.139 -2.004 0.550
C2 -2.357 0.558 -0.898
C3 5.134 -0.674 1.981
C4 1.123 -1.861 0.895
C5 2.097 -2.838 1.357
C6 3.364 -2.423 1.678
C7 6.144 -1.491 2.630
C8 3.762 -0.995 1.542
C9 7.164 -0.642 2.956
C10 -0.564 -0.688 0.322
C11 2.829 -0.078 1.132
C12 0.450 0.229 0.415
N4 6.781 0.584 2.456
N5 -1.857 -0.495 -0.159
N6 1.526 -0.530 0.842
N7 -5.631 1.737 -2.042
C13 -5.244 1.157 -3.327
C14 -4.558 1.678 -1.053
C15 -3.783 0.764 -3.069
C16 -3.726 0.479 -1.547
H1 1.813 -3.878 1.508
H2 4.102 -3.135 2.001
H3 6.029 -2.543 2.852
H4 8.087 -0.736 3.491
H5 3.033 0.997 1.092
H6 0.427 1.313 0.261
H7 7.381 1.426 2.486
H8 -2.423 -1.311 -0.100
H9 -5.370 1.811 -4.182
H10 -5.844 0.241 -3.539
H11 -3.971 2.598 -1.058
H12 -4.903 1.514 -0.047
H13 -3.506 -0.105 -3.704
H14 -3.093 1.579 -3.314

Results
- frontier orbital gap (Eh) = 0.32235
- largest force on an atom (eV/Å) = 2.69
- spin multiplicity = 1
- E_tot (hartree) = -1176.50106
- net charge = 0

---

What is the formula in the third record?
C16H14FN7O